# 1
C12H33Mn2N2O11S2 | the ωB97M-V functional and the def2-TZVPD basis

Geometry as XYZ:
```
62
Properties=species:S:1:pos:R:3:forces:R:3
Mn -10.402 -24.015 1.829 1.161 1.998 0.685
Mn -8.297 -22.129 0.785 0.475 0.582 1.372
N -9.980 -20.803 2.943 -0.755 0.645 0.595
O -10.618 -21.835 2.896 -1.988 -3.447 -0.208
O -9.037 -20.687 2.141 2.005 1.124 -1.300
O -10.289 -19.943 3.723 0.579 0.939 0.311
O -8.406 -23.601 2.169 0.299 -1.142 0.160
H -7.750 -24.040 2.745 -0.638 0.478 -0.517
O -9.998 -22.892 0.128 -0.546 -1.631 -0.475
H -9.859 -23.630 -0.497 -0.150 0.731 -0.212
C -6.481 -30.025 2.769 -0.187 -0.529 0.079
C -5.899 -29.162 1.667 -0.134 0.732 1.259
N -6.782 -28.107 1.176 -2.107 -0.335 0.294
C -7.952 -28.744 0.463 0.335 1.093 -0.444
C -7.452 -29.603 -0.625 0.817 -0.383 -2.030
C -7.277 -27.180 2.218 1.290 -0.219 -0.064
C -6.118 -26.450 2.994 -2.108 -0.362 -1.743
H -7.223 -30.692 2.331 0.118 -0.465 0.463
H -6.937 -29.507 3.612 -0.248 0.508 -0.307
H -5.644 -30.511 3.271 -0.155 -0.767 -0.346
H -5.052 -28.723 2.194 0.469 0.393 -0.923
H -5.618 -29.762 0.802 0.463 0.132 0.412
H -8.495 -27.978 -0.091 0.024 0.657 0.385
H -8.752 -29.291 0.961 0.263 0.034 1.246
H -6.697 -29.022 -1.155 0.578 -0.180 0.152
H -8.164 -29.715 -1.443 -0.514 -0.441 0.365
H -7.039 -30.576 -0.359 -0.184 0.041 0.024
H -7.881 -26.425 1.715 0.049 0.141 -0.201
H -7.945 -27.638 2.948 -0.143 -0.392 0.188
H -5.615 -27.122 3.690 0.082 0.462 -0.008
H -5.509 -26.018 2.200 0.604 -0.161 0.340
H -6.675 -25.625 3.436 0.532 -0.082 0.774
O -3.998 -20.670 2.021 -3.074 -0.729 -0.242
S -5.374 -20.929 2.467 0.936 1.858 2.536
O -6.413 -21.641 1.695 1.588 0.784 -0.338
O -5.213 -21.771 3.882 -0.756 1.728 -2.016
C -4.831 -23.103 3.555 1.043 -0.697 -0.084
C -5.115 -23.911 4.752 -0.064 -0.721 1.396
C -6.145 -19.355 3.215 1.091 -1.478 -0.525
H -3.746 -23.191 3.505 0.143 0.531 -0.784
H -5.281 -23.342 2.591 -0.059 -0.683 0.286
H -4.506 -23.462 5.537 -0.241 0.194 0.287
H -4.693 -24.915 4.699 -0.326 -0.063 -0.356
H -6.150 -23.930 5.096 -0.036 -0.086 -0.161
H -6.317 -18.613 2.436 -0.121 -0.371 -0.104
H -5.357 -18.995 3.877 -0.087 -0.108 0.033
H -7.038 -19.665 3.757 0.056 0.053 -0.253
O -10.499 -25.055 3.564 -0.489 -0.904 3.237
S -10.553 -25.385 5.038 -0.283 0.560 1.538
O -9.325 -25.504 5.831 -2.232 0.261 -2.163
O -11.522 -24.221 5.727 2.030 -2.008 -3.489
C -11.909 -24.305 7.073 -0.843 0.931 1.819
C -13.428 -24.291 7.174 -0.454 0.399 -0.126
C -11.573 -26.913 5.250 0.552 0.484 -1.383
H -11.475 -23.408 7.514 -0.072 -0.060 0.232
H -11.559 -25.134 7.688 0.578 -0.359 -0.726
H -13.916 -24.682 6.281 0.230 -0.777 0.123
H -13.892 -23.305 7.194 0.495 0.283 0.356
H -13.707 -24.820 8.084 -0.323 -0.053 -0.224
H -11.118 -27.703 4.653 0.727 -0.008 0.396
H -12.497 -26.796 4.683 -0.299 0.591 0.613
H -11.667 -27.191 6.300 0.004 0.291 -0.201
```
Forces are in eV/Å.

Calculated values
- 2S+1: 11
- Net charge: +1
- HOMO energy (spin up / spin down): -0.3991 / -0.3991 Eh
- LUMO level (spin up / spin down): -0.1315 / -0.1484 Ha
- Relative energy (zero: lowest compared OMol25 entry of this formula, charge and spin): 218.9 kJ/mol



# 2
C12H33N4NaO6 | the ωB97M-V functional and the def2-TZVPD basis

Geometry as XYZ:
```
56
Properties=species:S:1:pos:R:3:forces:R:3
Na -0.937 -0.033 0.004 -0.554 0.330 0.694
N -4.308 -0.502 1.088 -0.202 -0.619 -0.650
O -4.543 -1.696 0.788 0.129 0.570 0.233
O -5.221 0.315 1.246 0.338 -0.159 0.086
O -3.098 -0.128 1.175 0.440 0.193 -0.048
C -0.112 3.862 2.192 0.150 -0.099 0.905
C 1.164 3.129 2.652 -0.693 0.847 -1.129
C 1.255 1.787 1.912 0.942 0.084 1.427
O 0.143 0.953 2.115 -0.186 0.133 -0.522
C 0.086 0.306 3.363 -0.505 -0.355 0.346
N 2.366 3.923 2.351 0.059 -0.355 -0.377
H -1.008 3.393 2.604 -0.017 0.012 -0.159
H -0.200 3.893 1.105 0.089 0.009 -0.051
H -0.045 4.878 2.586 -0.256 0.082 -0.159
H 1.142 3.014 3.736 -0.060 -0.348 -0.026
H 2.167 1.317 2.313 -0.027 -0.255 -0.380
H 1.363 1.927 0.836 -0.034 0.178 -0.025
H -0.763 -0.375 3.293 0.212 -0.167 -0.001
H -0.139 0.952 4.220 0.154 0.366 -0.269
H 1.014 -0.233 3.584 -0.014 -0.069 -0.135
H 2.314 4.825 2.811 -0.026 -0.070 0.182
H 2.352 4.149 1.358 0.114 -0.059 0.051
C 1.936 -3.298 1.348 1.099 0.119 -0.225
C 1.091 -2.964 0.122 -0.192 0.289 1.249
C 0.822 -4.202 -0.735 -0.454 0.908 0.259
O 2.035 -4.698 -1.200 0.123 -0.393 -0.174
C 1.937 -6.015 -1.726 -0.557 0.448 0.097
N -0.172 -2.361 0.631 -0.534 -0.793 -1.081
H 1.458 -4.015 2.016 -0.107 -0.057 -0.078
H 2.233 -2.423 1.930 -0.583 0.199 -0.030
H 2.915 -3.686 1.048 -0.278 -0.382 -0.131
H 1.606 -2.172 -0.425 0.065 -0.220 -0.356
H 0.137 -3.925 -1.553 0.194 0.001 -0.241
H 0.221 -4.895 -0.126 0.425 -0.354 0.098
H 1.659 -6.702 -0.921 0.280 -0.190 -0.066
H 2.889 -6.250 -2.188 0.051 -0.170 0.137
H 1.143 -6.068 -2.480 0.100 0.015 -0.094
H -0.864 -2.489 -0.121 0.053 0.235 0.103
H -0.567 -3.019 1.305 0.158 0.371 0.337
C 0.811 2.743 -3.419 -0.180 0.883 0.788
C -0.035 2.151 -2.282 0.844 -1.265 -0.644
C -1.423 1.798 -2.799 -0.022 0.250 0.743
O -2.259 1.354 -1.743 0.703 -0.329 0.002
C -3.562 1.046 -2.194 -0.584 0.048 0.028
N 0.660 0.954 -1.742 -0.480 -0.576 0.581
H 1.823 2.898 -3.041 0.062 -0.002 -0.076
H 0.428 3.738 -3.670 0.040 -0.165 -0.320
H 0.881 2.109 -4.300 -0.244 -0.090 -0.011
H -0.108 2.822 -1.425 -0.162 0.302 -0.244
H -1.373 1.017 -3.566 0.125 0.083 -0.200
H -1.828 2.722 -3.225 -0.182 -0.116 -0.232
H -3.600 0.237 -2.930 0.370 -0.004 -0.110
H -4.003 1.939 -2.643 -0.145 0.021 -0.020
H -4.172 0.724 -1.354 0.161 0.185 0.206
H 0.647 0.137 -2.346 -0.196 0.300 -0.381
H 1.642 1.136 -1.578 -0.005 0.198 0.091
```
Forces are in eV/Å.

Calculated values
- Net charge: 0
- HOMO energy: -0.2805 Eh
- LUMO level: -0.0088 Ha
- Relative energy (zero: lowest compared OMol25 entry of this formula, charge and spin): 93.0 kJ/mol



# 3
C12H33N7O6P2Pd | the ωB97M-V functional and the def2-TZVPD basis

Geometry as XYZ:
```
61
Properties=species:S:1:pos:R:3:forces:R:3
Pd 0.000 0.000 0.000 -0.576 0.072 -1.086
N -0.747 1.293 1.340 -1.471 0.364 2.863
C -2.078 0.889 1.768 -1.406 -0.102 0.379
C -2.949 0.363 0.629 -0.494 -0.057 0.167
C -3.119 1.327 -0.548 0.045 -0.212 -0.176
C -2.147 1.062 -1.698 -1.575 0.081 -0.492
N -0.751 1.300 -1.347 1.453 -0.375 -5.525
H -0.078 1.238 2.240 -8.291 -0.185 -5.337
H -0.766 2.207 1.036 -0.182 2.603 -0.837
H -2.571 1.734 2.262 -0.007 -0.026 -0.143
H -1.982 0.098 2.520 -0.025 0.306 -0.127
H -3.942 0.160 1.050 0.241 0.013 0.032
H -2.565 -0.604 0.280 -0.265 0.281 0.023
H -3.054 2.370 -0.216 -0.036 0.005 -0.025
H -4.132 1.196 -0.948 0.282 0.142 -0.013
H -2.410 1.707 -2.544 0.031 -0.041 0.096
H -2.254 0.027 -2.042 0.065 0.390 0.135
H -0.622 2.248 -1.154 0.340 1.998 0.142
H -0.151 1.078 -2.281 -1.780 0.998 2.738
N 1.836 -3.867 0.324 -1.462 1.852 -0.303
C 0.338 -3.552 -0.024 -0.439 0.195 0.592
C -0.345 -4.890 -0.285 -0.354 -0.140 -0.055
P -0.358 -2.708 1.564 -2.011 -4.680 -0.023
O -1.684 -3.551 1.931 0.676 1.022 -0.309
O 0.707 -3.105 2.580 -1.217 -0.083 0.528
O -0.743 -1.287 1.318 -0.357 -2.290 2.357
P 0.230 -2.397 -1.518 1.772 -4.176 -3.777
O 1.714 -1.728 -1.345 0.558 -1.083 -0.058
O 0.359 -3.195 -2.792 -1.174 1.133 2.405
O -0.739 -1.280 -1.311 -1.660 -1.909 -1.669
H 1.840 -3.780 1.366 0.287 -0.831 -0.228
H 2.307 -3.035 -0.073 0.455 -1.536 -0.221
H 2.171 -4.734 -0.073 0.036 -0.345 -0.079
H -0.290 -5.543 0.592 -0.059 0.160 -0.012
H 0.112 -5.410 -1.133 -0.022 0.277 -0.008
H -1.401 -4.733 -0.524 0.176 -0.058 0.045
H -2.113 -3.068 2.660 -0.307 -0.472 -0.150
H 1.664 -0.940 -1.925 0.797 -0.084 -0.381
C 2.564 0.906 0.862 1.298 1.348 -1.199
N 3.670 0.912 1.810 -1.610 -1.402 0.596
C 4.206 -0.437 1.926 3.230 -0.638 -0.776
N 3.171 -1.352 2.387 -1.324 0.888 -0.344
C 2.068 -1.343 1.435 2.288 0.524 -0.917
N 1.518 0.000 1.316 1.606 0.644 1.520
C 1.042 0.437 2.621 2.854 -1.649 2.965
N 2.137 0.441 3.581 -0.606 0.112 -0.097
C 3.179 1.343 3.111 0.750 1.430 1.109
C 2.684 -0.905 3.684 0.282 -0.544 1.193
H 2.916 0.617 -0.138 -0.065 -0.223 0.393
H 2.164 1.920 0.730 0.043 -0.176 0.327
H 5.065 -0.452 2.610 -0.424 0.132 0.064
H 4.615 -0.772 0.963 -0.389 0.149 0.107
H 1.288 -2.053 1.743 1.801 1.034 0.945
H 2.403 -1.710 0.455 0.327 1.664 0.761
H 0.226 -0.210 2.970 0.481 -0.118 -0.040
H 0.589 1.436 2.550 7.203 1.616 3.479
H 4.003 1.390 3.837 -0.162 -0.317 -0.241
H 2.801 2.373 3.058 -0.089 -0.288 -0.219
H 1.925 -1.600 4.070 -0.046 0.123 -0.440
H 3.490 -0.936 4.430 -0.015 0.249 -0.368
H 1.278 0.000 -1.108 0.520 2.234 -0.283
```
Forces are in eV/Å.

Calculated values
- 2S+1: 5
- Net charge: +2
- HOMO energy (spin up / spin down): -0.4909 / -0.5654 Eh
- LUMO level (spin up / spin down): -0.1966 / -0.3998 Ha



Total energy, record by record: -4512.17942 -1309.66148 -2121.48823 Eh